Model w:
21
Properties=species:S:1:pos:R:3:lowdin_charge:R:1 method="wB97M-V/def2-TZVPD" smiles="CCCC(=O)NC.O" homo_ha=-0.365 lumo_energy_ev=0.7 multiplicity=1
C -1.1048 -2.5448 0.5461 -0.11
C 0.1628 -1.6864 0.7437 -0.21
C 0.6792 -1.0736 -0.5696 -0.12
C 0.7379 0.4211 -0.5226 -0.52
O 1.6106 0.9829 0.1251 0.03
N -0.1821 1.1592 -1.2054 0.03
C -1.3887 0.6609 -1.8431 -0.06
H -1.1357 -2.9832 -0.4530 0.07
H -2.0341 -2.0318 0.7549 0.06
H -1.1443 -3.3679 1.2713 0.07
H -0.0348 -0.8760 1.4347 0.10
H 0.8925 -2.3416 1.2038 0.10
H 0.1405 -1.4559 -1.4306 0.10
H 1.7216 -1.3410 -0.7696 0.13
H 0.0881 2.1320 -1.1653 0.15
H -1.5529 -0.3470 -1.4847 0.07
H -1.2872 0.6007 -2.9244 0.08
H -2.2361 1.2719 -1.5766 0.08
O 0.0671 1.8601 2.4754 -0.06
H 0.6915 1.8346 1.7335 0.00
H -0.8091 1.7560 2.1003 0.02



Model x:
21
Properties=species:S:1:pos:R:3:lowdin_charge:R:1 method="wB97M-V/def2-TZVPD" smiles="C=C/C(C)=C/N.O.O" homo_ha=-0.293 lumo_energy_ev=0.4 multiplicity=1
C 1.6330 2.1899 -0.8084 0.00
C 1.5087 0.8780 -0.7649 -0.19
C 0.2213 0.1469 -0.9584 -0.30
C 0.2309 -0.8231 -2.1012 -0.06
C -0.7961 0.4597 -0.1577 -0.18
N -2.0862 -0.1080 -0.1432 0.04
H 0.7402 2.8137 -0.8168 0.06
H 2.5072 2.8214 -0.6863 0.05
H 2.3816 0.2476 -0.6452 0.09
H -0.1706 -1.7832 -1.8342 0.06
H 1.2470 -0.9625 -2.4781 0.08
H -0.3733 -0.4955 -2.9432 0.08
H -0.6212 1.3006 0.4943 0.10
H -2.5461 -0.4429 -0.9739 0.07
H -2.2324 -0.7352 0.6279 0.03
O 2.4157 -0.8032 1.6137 -0.05
H 2.5512 -0.6161 2.5470 0.04
H 2.0697 -1.6988 1.5819 0.04
O -3.1918 -0.7335 2.5766 -0.06
H -2.6084 -0.0708 2.9555 0.04
H -2.8804 -1.5849 2.9145 0.05



The data favor model w; the next most stable structure lies 0.0682 hartree above it.



Model w:
21
Properties=species:S:1:pos:R:3:lowdin_charge:R:1 method="wB97M-V/def2-TZVPD" smiles="CN[C@H](C)CC=O.O" homo_ha=-0.319 lumo_energy_ev=0.7 multiplicity=1
C -0.9793 -0.7364 -1.5907 -0.10
N -1.2257 -0.9565 -0.1499 -0.09
C -0.1243 -0.7330 0.7410 -0.43
C -0.3872 -0.9728 2.2241 -0.07
C 0.6190 0.6455 0.6009 -0.12
C 2.1067 0.4781 0.7311 -0.26
O 2.8481 0.6489 -0.2009 0.06
H 0.0672 -0.8879 -1.8468 0.09
H -1.1818 0.2548 -1.9616 0.04
H -1.6459 -1.4716 -2.0333 0.07
H -2.0392 -0.4431 0.1610 0.11
H 0.6232 -1.5184 0.5566 0.14
H -1.1716 -1.7390 2.2878 0.08
H 0.4273 -1.4703 2.7429 0.07
H -0.6791 -0.0973 2.7995 0.07
H 0.3254 1.0596 -0.3428 0.07
H 0.1849 1.3527 1.3114 0.11
H 2.3875 -0.0722 1.6503 0.13
O 0.0813 1.8332 -2.7241 -0.07
H 0.3371 2.3359 -1.9338 0.04
H -0.5737 2.4895 -3.0229 0.06



Model x:
21
Properties=species:S:1:pos:R:3:lowdin_charge:R:1 method="wB97M-V/def2-TZVPD" homo_ha=-0.315 lumo_energy_ev=-1.5 multiplicity=1
C 1.4002 -1.2121 -0.1073 -0.08
N -1.2618 0.9407 -0.0212 0.20
C -0.4181 0.4254 -0.8830 -0.26
C 0.8897 0.2079 -0.2609 -0.20
C -1.6382 0.8220 -2.9852 0.08
C -0.5753 0.4289 -2.3171 -0.09
H 1.9261 -1.5731 -0.9887 0.07
H 0.5238 -1.8186 0.1077 0.07
H 1.9729 -1.4061 0.7899 0.07
H -1.1155 0.3711 0.9072 0.09
H -2.2337 0.7997 -0.2951 0.13
H 1.6319 0.7623 -0.8443 0.14
H -2.6036 0.9349 -2.5096 0.07
H -1.6818 0.8062 -4.0545 0.07
H 0.2709 0.1138 -2.9277 0.12
H 0.7575 0.6609 0.7129 0.10
H 2.0137 -1.1470 3.3221 0.02
O 1.8047 -0.2688 2.9893 -0.14
H 0.8963 -0.3560 2.5560 -0.04
H -1.1866 -0.8662 2.6305 -0.04
O -0.5437 -0.7446 1.9265 -0.38



The data favor model w; the next most stable structure lies 0.0464 hartree above it.



Model w:
21
Properties=species:S:1:pos:R:3:lowdin_charge:R:1 method="wB97M-V/def2-TZVPD" smiles="C=C/C=C/CN.O.O" homo_ha=-0.325 lumo_energy_ev=0.5 multiplicity=1
C 2.5457 -0.3412 -1.3562 -0.01
C 1.8259 -0.3865 -0.2422 -0.20
C 1.3205 0.7195 0.5908 -0.14
C 0.0612 0.7654 1.0162 -0.11
C -0.5165 1.8238 1.9573 -0.30
N -1.7991 1.6467 2.5749 -0.01
H 2.7033 -1.2498 -1.9312 0.05
H 2.9016 0.5093 -1.9188 0.05
H 1.4086 -1.3493 0.0404 0.10
H 2.0836 1.4005 0.9666 0.11
H -0.6971 0.2574 0.4177 0.11
H 0.2257 2.1730 2.6626 0.11
H -0.6340 2.6717 1.2527 0.12
H -2.5759 1.4141 1.9883 0.06
H -1.7366 1.0013 3.3467 0.06
O 1.7923 -0.4223 -4.6397 -0.06
H 0.8538 -0.5185 -4.4045 0.05
H 2.0722 0.4756 -4.5209 0.02
O -4.0039 -3.0569 1.0386 -0.06
H -3.9664 -2.1768 0.6943 0.01
H -3.9938 -3.6649 0.2725 0.05



Model x:
21
Properties=species:S:1:pos:R:3:lowdin_charge:R:1 method="wB97M-V/def2-TZVPD" homo_ha=-0.295 lumo_energy_ev=0.8 multiplicity=1
C 1.3584 -0.6483 -0.2245 -0.58
C 1.6083 0.7486 0.2842 -0.03
C -0.3747 -1.1924 0.7276 -0.05
N 1.2309 -0.7456 -1.5809 0.12
O 2.1546 -1.6394 0.2673 0.02
H 2.6275 -1.3388 1.0643 0.12
H 1.0979 -1.6951 -1.9060 0.11
H 0.5131 -0.0910 -1.9416 0.07
H 2.5953 1.0732 -0.0585 0.09
H 0.8641 1.4306 -0.1177 0.06
H 1.5946 0.7680 1.3720 0.08
H 0.0995 -1.1753 1.7119 0.02
H -1.4088 -1.0052 1.0060 0.00
H -0.3483 -2.2067 0.3277 0.03
C -2.0797 1.4734 0.3774 -0.06
C -1.6875 0.5382 -0.7372 -0.33
O -0.9294 0.8950 -1.6455 -0.04
H -2.3391 -0.3400 -0.8739 0.12
H -2.3662 0.9279 1.2755 0.07
H -1.2698 2.1624 0.6249 0.08
H -2.9408 2.0606 0.0470 0.09



The data favor model w; the next most stable structure lies 0.0171 hartree above it.



Model w:
17
Properties=species:S:1:pos:R:3:lowdin_charge:R:1 method="wB97M-V/def2-TZVPD" homo_ha=-0.274 lumo_energy_ev=0.2 multiplicity=1
C 0.9852 -1.1016 1.8982 -0.05
O -0.1119 -0.1990 1.6694 -0.03
C -0.4370 0.1369 0.4509 -0.29
C 0.2717 0.6502 -1.8465 -0.08
C -1.4692 1.2263 0.4433 0.01
C 0.1045 -0.3822 -0.7458 -0.41
C 0.4080 -1.7318 -0.7828 0.08
H 1.8233 -0.8362 1.2491 0.10
H 1.2539 -1.0018 2.9512 0.09
H 0.6477 -2.0915 1.6097 0.07
H 0.7558 1.5296 -1.4135 0.07
H -0.6408 0.9891 -2.3510 0.07
H 0.9506 0.2640 -2.6107 0.08
H -2.0866 1.1652 -0.4546 0.09
H -0.9838 2.2076 0.4466 0.10
H -2.1014 1.1614 1.3308 0.09
H 0.6299 -1.9861 -1.8443 0.00



Model x:
17
Properties=species:S:1:pos:R:3:lowdin_charge:R:1 method="wB97M-V/def2-TZVPD" homo_ha=-0.304 lumo_energy_ev=-0.1 multiplicity=1
C 1.0854 -1.6303 -0.2894 -0.11
C -0.2921 -1.7094 0.3650 -0.26
C -0.8540 -0.3248 0.7940 -0.27
C -1.2939 0.3443 -0.4565 0.08
C -0.4518 1.4919 -0.9109 -0.21
C 0.2005 2.4343 0.0818 -0.25
O 1.0094 2.1029 0.9183 0.04
H 1.7888 -1.0736 0.3404 0.08
H 1.0501 -1.1378 -1.2688 0.06
H 1.4937 -2.6327 -0.4545 0.07
H -0.2292 -2.3314 1.2642 0.11
H -1.7586 -0.5291 1.3838 0.12
H -0.1156 0.1875 1.4267 0.09
H -1.0092 -2.1857 -0.3124 0.10
H -0.9317 2.0543 -1.7196 0.10
H 0.3589 0.8949 -1.3749 0.13
H -0.1334 3.4911 0.0059 0.12



Model y:
17
Properties=species:S:1:pos:R:3:lowdin_charge:R:1 method="wB97M-V/def2-TZVPD" smiles="C#CC=C.CCO" homo_ha=-0.345 lumo_energy_ev=1.0 multiplicity=1
C -1.6525 0.8024 -2.9620 0.12
C -0.7100 0.8576 -2.2155 -0.15
C 0.4660 0.9866 -1.3595 -0.21
C 0.5812 1.9170 -0.4165 0.01
H -2.4855 0.6795 -3.5881 0.02
H 1.3123 0.3992 -1.6897 0.11
H -0.2585 2.5166 -0.1029 0.07
H 1.5159 2.0848 0.0922 0.06
C 0.9346 -1.4141 1.9495 -0.08
C -0.3508 -0.9050 1.3180 -0.33
O -0.3435 -1.2506 -0.0537 -0.10
H 0.9488 -1.1795 3.0115 0.07
H 1.0062 -2.4917 1.8154 0.07
H 1.7916 -0.9475 1.4697 0.07
H -1.2235 -1.3544 1.8138 0.11
H -0.4159 0.1848 1.4286 0.09
H -1.1164 -0.8858 -0.5110 0.07



The data favor model y; the next most stable structure lies 0.0379 hartree above it.



Model w:
13
Properties=species:S:1:pos:R:3:lowdin_charge:R:1 method="wB97M-V/def2-TZVPD" homo_ha=-0.310 lumo_energy_ev=-1.2 multiplicity=1
C -0.8301 0.9393 0.4079 -0.16
C -1.1080 -0.6782 0.5580 -0.21
C 0.1368 -1.4953 -0.2061 -0.47
H -1.6369 2.9270 -2.5222 0.20
H -1.3663 3.2886 0.2601 0.20
H -0.3747 1.5448 1.4768 0.17
H -1.4716 -0.9676 1.6656 0.13
H -1.8015 -0.8461 -0.3426 0.09
H 0.2167 -2.6217 -0.1100 0.05
H 0.1629 -1.0749 -1.1346 0.00
N -0.9027 2.6424 -1.0083 -0.17
N -1.2236 1.3598 -0.9246 -0.21
Cl 1.8802 -1.3448 0.5693 0.37



Model x:
13
Properties=species:S:1:pos:R:3:lowdin_charge:R:1 method="wB97M-V/def2-TZVPD" homo_ha=-0.295 lumo_energy_ev=0.9 multiplicity=1
C 2.6055 -1.4053 -0.2007 -0.08
C -1.8246 1.3213 0.1492 -0.08
C 1.8444 -0.4927 0.3656 -0.66
N -1.9875 -0.0858 -0.3089 -0.30
N -1.8320 -1.0624 0.3370 0.04
Cl 1.9024 1.1727 -0.0725 0.59
H -2.2950 -0.1049 -1.3304 0.13
H 2.5263 -2.4358 0.0946 0.06
H 3.3234 -1.1688 -0.9670 0.05
H -0.9993 1.3705 0.8566 0.05
H -2.7385 1.6294 0.6535 0.08
H -1.6364 1.9688 -0.7047 0.07
H 1.1111 -0.7072 1.1275 0.05



The data favor model x; the next most stable structure lies 0.2392 hartree above it.



Model w:
12
Properties=species:S:1:pos:R:3:lowdin_charge:R:1 method="wB97M-V/def2-TZVPD" smiles="N#CCO.N=C=N" homo_ha=-0.393 lumo_energy_ev=0.8 multiplicity=1
N 0.2671 1.2166 -0.7367 0.17
C -0.4609 0.4804 -0.2213 -0.23
C -1.7325 -0.1068 0.2077 -0.24
O -2.7178 0.8259 -0.1780 -0.05
H -1.8726 -1.0960 -0.2478 0.12
H -1.7703 -0.2209 1.2928 0.13
H -2.4512 1.1655 -1.0447 0.09
N 2.6385 0.5783 0.0757 0.15
C 1.9184 -0.3702 0.2844 -0.46
N 1.1757 -1.3030 0.6171 0.13
H 2.9772 0.7054 -0.8644 0.08
H 2.0283 -1.8753 0.8152 0.10



Model x:
12
Properties=species:S:1:pos:R:3:lowdin_charge:R:1 method="wB97M-V/def2-TZVPD" homo_ha=-0.338 lumo_energy_ev=0.5 multiplicity=1
H 0.6659 1.6160 -0.9983 0.05
N 1.3992 1.9394 -0.3427 0.07
N 1.4034 1.2349 0.6377 -0.12
C 0.7963 -0.0677 0.6901 -0.19
C 0.1579 -0.6628 -0.6210 -0.21
N -1.2226 -0.3799 -0.6391 0.10
C -2.2057 -0.4263 0.0262 -0.34
O -3.1942 -0.3833 0.6441 0.16
H -0.1996 0.0184 1.4024 0.16
H 1.4561 -0.7389 1.2583 0.11
H 0.6558 -0.3815 -1.5030 0.08
H 0.2876 -1.7684 -0.5546 0.13



The data favor model w; the next most stable structure lies 0.0021 hartree above it.